1.
Here is C6H14N2 as an isolated structure from the Open Molecules 2025 dataset. Energies are from ωB97M-V with the def2-TZVPD basis set.

Last column: Mulliken charge in e.
CARTESIAN COORDINATES (ANGSTROEM)
C: -1.162 -2.057 0.010  -0.80
C: -1.187 -0.555 0.078  -0.07
C: 0.087 0.031 0.427  0.10
C: 0.622 0.510 1.760  -0.39
C: 0.184 1.962 2.158  -1.20
C: -0.013 0.785 -2.160  -0.72
H: -2.247 -2.238 -0.768  0.20
H: -0.244 -2.414 -0.487  0.36
H: -1.422 -2.277 1.201  0.26
H: -1.269 -0.248 -1.041  -0.09
H: -2.332 -0.480 0.568  0.35
H: 0.450 -0.286 2.584  0.31
H: 1.744 0.711 1.663  0.22
H: -0.840 2.123 1.819  0.33
H: 0.015 1.857 3.277  0.28
H: 0.547 2.908 1.846  0.42
H: 1.445 -0.873 -2.514  0.26
H: -1.456 0.254 -2.026  0.23
H: 0.283 0.567 -3.227  0.37
H: 0.371 1.991 -1.535  0.20
N: 1.142 -0.336 -0.371  -0.45
N: 0.824 -0.471 -1.770  -0.18

## Properties
HOMO: -8.1 eV
E_LUMO: 0.422 eV
ΔE to the lowest compared entry with this formula, charge and spin: 9.9177 eV

2.
Here is an isolated molecule of C22H31N3O5 from the Open Molecules 2025 dataset. Energies are from ωB97M-V with the def2-TZVPD basis set.

Last column: Mulliken charge in e.
CARTESIAN COORDINATES (ANGSTROEM)
C: -2.630 -3.227 -5.193  -1.46
C: -2.063 -1.819 -5.028  0.66
C: -3.100 -0.789 -5.472  -1.62
C: -1.662 -1.540 -3.576  -0.34
C: -0.472 -2.381 -3.115  -1.27
N: -0.073 -2.066 -1.749  0.22
C: -0.783 -2.746 -0.685  -1.27
C: -2.008 -1.931 -0.211  0.82
O: -3.092 -2.026 -0.751  -0.71
N: -1.742 -1.134 0.829  0.05
C: -2.668 -0.162 1.365  -0.20
C: -2.217 1.264 1.020  -0.97
C: -1.194 1.645 2.103  -0.15
C: -1.350 0.605 3.228  -0.62
C: -2.624 -0.174 2.892  -0.99
C: 0.821 -1.080 -1.594  0.82
O: 1.308 -0.476 -2.551  -0.79
C: 1.317 -0.666 -0.198  0.62
O: 1.032 -1.220 0.855  -0.84
N: 2.111 0.408 -0.330  0.01
C: 2.729 1.193 0.641  0.30
C: 3.448 2.312 0.218  -0.76
C: 4.069 3.125 1.142  -0.87
C: 3.974 2.851 2.502  0.36
C: 3.223 1.751 2.929  0.43
C: 2.618 0.919 1.997  -0.29
O: 3.053 1.458 4.255  -0.44
C: 3.413 2.519 5.112  -0.48
C: 4.747 3.121 4.675  -0.46
O: 4.631 3.672 3.382  -0.47
H: -1.872 -3.985 -5.010  0.36
H: -3.453 -3.384 -4.498  0.29
H: -3.004 -3.366 -6.205  0.45
H: -1.176 -1.718 -5.663  0.32
H: -2.698 0.219 -5.394  0.39
H: -3.986 -0.855 -4.845  0.32
H: -3.394 -0.961 -6.504  0.46
H: -1.384 -0.488 -3.482  0.34
H: -2.516 -1.727 -2.923  0.22
H: 0.388 -2.179 -3.759  0.35
H: -0.710 -3.445 -3.155  0.33
H: -1.149 -3.695 -1.082  0.43
H: -0.111 -2.935 0.153  0.51
H: -0.796 -1.107 1.190  0.12
H: -3.652 -0.401 0.955  0.58
H: -1.797 1.314 0.016  0.48
H: -3.080 1.929 1.058  0.29
H: -1.384 2.653 2.470  0.48
H: -0.178 1.629 1.707  -0.20
H: -1.412 1.074 4.209  0.49
H: -0.492 -0.067 3.239  0.09
H: -2.614 -1.186 3.294  0.39
H: -3.501 0.345 3.278  0.36
H: 2.240 0.675 -1.309  0.19
H: 3.523 2.534 -0.835  0.43
H: 4.641 3.984 0.833  0.44
H: 2.068 0.065 2.351  0.56
H: 3.476 2.098 6.117  0.34
H: 2.639 3.299 5.087  0.29
H: 5.050 3.937 5.333  0.34
H: 5.516 2.336 4.680  0.29

## Properties
HOMO: -8.2 eV
SMILES: CC(C)CCN(CC(=O)NC1CCCC1)C(=O)C(=O)Nc1ccc2c(c1)OCCO2
E_LUMO: 0.325 eV
ΔE to the lowest compared entry with this formula, charge and spin: 1.0059 eV

3.
Here is C21H15Cl2EuO3SbYb as an isolated structure from the Open Molecules 2025 dataset. Energies are from ωB97M-V with the def2-TZVPD basis set.

Last column: Mulliken spin population.
CARTESIAN COORDINATES (ANGSTROEM)
Yb: 1.626 0.825 1.632  0.10
Eu: -2.317 -0.172 -1.305  5.02
Cl: -0.224 0.594 3.262  0.24
Cl: 0.327 0.515 -0.848  0.01
C: -1.069 -0.859 -3.582  0.00
C: 1.503 3.253 2.243  0.00
C: 2.642 2.588 0.084  0.00
O: -0.409 -1.020 -4.510  0.00
O: 1.375 4.392 2.339  0.00
O: 2.851 3.450 -0.648  0.00
C: -4.757 -1.440 -0.780  0.00
C: -4.469 -0.663 0.356  -0.01
C: -3.283 -0.890 1.087  -0.01
C: -2.386 -1.895 0.673  0.04
C: -2.689 -2.688 -0.454  0.02
C: -3.863 -2.442 -1.189  0.00
Sb: -0.510 -2.105 1.831  0.33
C: -1.568 -3.251 3.374  0.09
C: -1.280 -2.928 4.703  0.22
C: -2.001 -3.536 5.742  0.27
C: -3.014 -4.457 5.448  0.05
C: -3.289 -4.790 4.116  0.14
C: -2.562 -4.189 3.077  0.19
C: 0.316 -3.713 0.596  0.13
C: 0.088 -5.056 0.903  0.04
C: 0.447 -6.042 -0.032  0.02
C: 1.086 -5.678 -1.223  0.03
C: 1.370 -4.330 -1.486  0.01
C: 0.991 -3.344 -0.567  0.01
H: -5.678 -1.267 -1.343  0.00
H: -5.161 0.121 0.680  0.00
H: -3.034 -0.248 1.945  0.00
H: -2.006 -3.477 -0.778  0.01
H: -4.082 -3.055 -2.069  0.00
H: -0.513 -2.185 4.933  0.02
H: -1.774 -3.278 6.779  0.00
H: -3.589 -4.914 6.256  0.01
H: -4.074 -5.511 3.877  0.00
H: -2.797 -4.460 2.046  0.03
H: -0.381 -5.346 1.844  0.01
H: 0.230 -7.090 0.185  0.00
H: 1.361 -6.446 -1.949  0.00
H: 1.888 -4.047 -2.405  0.00
H: 1.211 -2.294 -0.783  0.01

## Properties
Spin multiplicity: 8
HOMO (alpha / beta): -20.2 / -19.2 eV
Net charge: +4
E_LUMO (alpha / beta): -12.100 / -15.597 eV

4.
Here is a 2-piece molecular cluster, C6H15O3P overall from the Open Molecules 2025 dataset. Energies are from ωB97M-V with the def2-TZVPD basis set.

Last column: Mulliken charge in e.
CARTESIAN COORDINATES (ANGSTROEM)
C: 2.199 0.792 1.268  -0.50
C: 0.106 -1.913 -2.356  -0.98
C: -2.568 1.972 2.068  -1.09
C: 2.396 0.775 -0.217  -0.48
C: -0.937 -1.093 -1.485  -0.21
C: 0.143 0.892 -0.815  0.04
O: -0.332 0.410 3.050  -0.69
O: 1.236 0.180 -0.719  -0.18
O: -0.785 0.373 -1.571  -0.29
P: -1.146 0.534 1.823  0.51
H: 2.467 -0.186 1.594  0.32
H: 2.948 1.468 1.711  0.33
H: 1.207 0.969 1.541  -0.19
H: 1.033 -1.926 -1.792  0.23
H: -0.241 -2.934 -2.590  0.37
H: 0.232 -1.389 -3.287  0.29
H: -3.270 1.981 1.216  0.33
H: -3.254 1.702 2.864  0.35
H: -1.957 2.839 2.428  0.29
H: 3.259 0.051 -0.473  0.22
H: 2.711 1.616 -0.747  0.43
H: -0.900 -1.245 -0.435  0.24
H: -1.973 -1.273 -1.837  0.33
H: 0.018 2.002 -0.603  0.36
H: -2.016 -0.511 1.678  -0.02

## Properties
HOMO: -7.0 eV
E_LUMO: 0.187 eV
ΔE to the lowest compared entry with this formula, charge and spin: 3.8555 eV

5.
Here is C10H3Cl3F6MnN3OS2 as an isolated structure from the Open Molecules 2025 dataset. Energies are from ωB97M-V with the def2-TZVPD basis set.

Last column: Mulliken spin population.
CARTESIAN COORDINATES (ANGSTROEM)
Mn: 0.158 0.248 0.434  2.38
S: -1.727 -0.116 1.809  0.15
C: -1.309 -1.583 2.501  0.13
C: -2.331 -2.317 3.193  0.00
N: -3.149 -2.906 3.744  0.06
C: 0.002 -2.108 2.458  0.09
S: 1.283 -1.353 1.653  0.18
C: 0.307 -3.323 3.153  0.00
N: 0.567 -4.300 3.702  0.05
C: 0.096 -1.187 -3.448  -0.01
C: -0.441 -0.423 -2.213  -0.01
O: 0.082 -0.923 -1.056  -0.07
C: 0.085 0.982 -2.383  0.01
F: -0.520 1.560 -0.721  0.01
F: -0.404 1.823 -3.208  0.00
F: 1.328 1.207 -2.127  0.00
C: -2.045 -0.446 -2.251  0.00
F: -2.605 0.771 -2.293  0.00
F: -2.482 -1.114 -3.320  0.00
F: -2.493 -1.065 -1.177  0.00
H: 1.183 -1.122 -3.466  0.00
H: -0.331 -0.813 -4.377  0.00
H: -0.182 -2.228 -3.317  0.00
Cl: 4.399 3.376 1.976  0.00
C: 2.717 3.777 2.260  0.00
Cl: 2.386 3.947 3.967  0.00
Cl: 2.247 5.214 1.373  0.00
C: 1.903 2.651 1.755  0.01
N: 1.279 1.770 1.380  0.01

## Properties
Spin multiplicity: 4
HOMO (alpha / beta): -12.5 / -13.8 eV
Net charge: +1
E_LUMO (alpha / beta): -6.335 / -6.631 eV
ΔE to the lowest compared entry with this formula, charge and spin: 1.1412 eV

6.
Here is C8H24CrO8S as an isolated structure from the Open Molecules 2025 dataset. Energies are from ωB97M-V with the def2-TZVPD basis set.

Last column: Mulliken spin population.
CARTESIAN COORDINATES (ANGSTROEM)
Cr: 0.776 -0.619 -0.091  3.93
S: 3.107 -1.509 -1.008  0.01
O: 4.362 -0.845 -0.749  0.00
O: 2.112 -0.510 -1.622  0.01
O: 3.193 -2.725 -1.782  0.00
O: 2.346 -1.772 0.303  -0.01
C: 0.559 3.348 0.913  0.00
C: 1.889 2.749 0.474  0.01
O: 1.855 1.311 0.595  -0.03
H: 0.608 3.763 1.920  0.00
H: -0.220 2.586 0.856  0.01
H: 0.250 4.174 0.268  0.00
H: 2.698 3.118 1.099  0.00
H: 2.075 2.964 -0.576  0.00
H: 2.541 1.026 1.207  0.00
C: -2.440 -3.059 -1.755  0.00
C: -1.657 -3.026 -0.483  0.01
O: -0.360 -2.432 -0.651  0.01
H: -3.315 -3.700 -1.652  0.00
H: -1.848 -3.460 -2.583  0.00
H: -2.738 -2.057 -2.073  0.00
H: -1.520 -4.046 -0.110  0.00
H: -2.164 -2.447 0.286  0.00
H: 0.160 -2.966 -1.264  0.00
C: 0.102 1.680 -2.544  0.03
C: -1.038 0.778 -2.126  0.00
O: -0.989 0.457 -0.711  -0.01
H: 1.068 1.180 -2.475  0.00
H: 0.099 2.610 -1.979  0.00
H: -0.061 1.896 -3.604  0.00
H: -1.074 -0.150 -2.697  -0.01
H: -1.981 1.298 -2.328  0.00
H: -1.839 0.652 -0.314  0.01
C: -1.593 0.250 3.263  0.00
C: -0.106 0.154 2.998  0.01
O: 0.199 -0.852 2.024  0.01
H: -1.969 -0.693 3.658  0.00
H: -2.133 0.499 2.344  0.00
H: -1.827 1.074 3.938  0.00
H: 0.437 -0.086 3.918  0.00
H: 0.318 1.099 2.670  0.00
H: 0.118 -1.713 2.445  0.00

## Properties
Spin multiplicity: 5
HOMO (alpha / beta): -7.0 / -8.2 eV
E_LUMO (alpha / beta): -0.232 / -0.239 eV
ΔE to the lowest compared entry with this formula, charge and spin: 0.1144 eV

no.,F_max (eV/Å)
1,5.4
2,0.8
3,5.3
4,3.7
5,1.5
6,1.0